Entry 1:
Formula: C6H12NO2S
Source: OMol25
Level of theory: wB97M-V/def2-TZVPD

charge = +1
SMILES = C[N@H+]1CS[C@](C)(C=O)[C@@H]1O

Bonds (Å) are listed after each position.
Atoms and positions in Å:
1 C 1.506 0.443 1.189  C4 1.499, O8 1.214, H11 1.057
2 C -0.157 -1.849 -0.295  N7 1.548, S10 1.796, H12 1.189, H13 1.079
3 C -0.344 0.539 -0.550  C4 1.555, N7 1.504, O9 1.356, H14 1.076
4 C 1.175 0.362 -0.270  C1 1.499, C3 1.555, C5 1.573, S10 1.846
5 C 2.024 1.449 -1.027  C4 1.573, H15 1.088, H16 1.164, H17 1.084
6 C -2.442 -0.796 0.345  N7 1.494, H18 1.102, H19 1.144, H20 1.094
7 N -0.967 -0.619 0.180  C2 1.548, C3 1.504, C6 1.494, H21 1.023
8 O 0.726 0.084 2.047  C1 1.214
9 O -0.748 1.751 -0.097  C3 1.356, H22 0.967
10 S 1.554 -1.411 -0.618  C2 1.796, C4 1.846
11 H 2.510 0.590 1.483  C1 1.057
12 H -0.425 -2.530 0.642  C2 1.189
13 H -0.657 -2.446 -1.042  C2 1.079
14 H -0.605 0.475 -1.592  C3 1.076
15 H 1.839 1.188 -2.067  C5 1.088
16 H 3.141 1.542 -0.713  C5 1.164
17 H 1.460 2.341 -0.779  C5 1.084
18 H -2.940 -0.042 0.975  C6 1.102
19 H -3.063 -0.669 -0.606  C6 1.144
20 H -2.482 -1.769 0.845  C6 1.094
21 H -0.559 -0.453 1.104  N7 1.023
22 H -0.545 1.818 0.845  O9 0.967

Here are the natural (NBO) charges for atoms 1 to 6, given in e:
1 C 0.417
2 C -0.398
3 C 0.249
4 C -0.270
5 C -0.617
6 C -0.437

Entry 2:
Formula: C6H12NO3
Source: OMol25
Level of theory: wB97M-V/def2-TZVPD

charge = -1

Bonds (Å) are listed after each position.
Atoms and positions in Å:
1 C 1.082 -3.286 0.394  O8 1.159, O9 1.162
2 C -1.519 0.588 0.296  C6 1.556, H11 1.093, H12 1.089, H13 1.089
3 C 0.621 0.494 1.589  C6 1.556, H14 1.087, H15 1.094, H16 1.088
4 C 0.042 2.545 0.281  C6 1.537, H17 1.091, H18 1.087, H19 1.089
5 C -0.022 -1.315 -2.082  O10 1.392, H20 1.098, H21 1.105, H22 1.098
6 C -0.021 1.009 0.268  C2 1.556, C3 1.556, C4 1.537, N7 1.419
7 N 0.680 0.603 -0.897  C6 1.419, O10 1.477
8 O 2.238 -3.210 0.446  C1 1.159
9 O -0.058 -3.509 0.410  C1 1.162
10 O 0.706 -0.871 -0.981  C5 1.392, N7 1.477
11 H -2.040 1.035 1.147  C2 1.093
12 H -2.007 0.909 -0.623  C2 1.089
13 H -1.592 -0.495 0.371  C2 1.089
14 H 0.580 -0.592 1.608  C3 1.087
15 H 0.101 0.890 2.466  C3 1.094
16 H 1.664 0.801 1.623  C3 1.088
17 H -0.419 2.941 1.188  C4 1.091
18 H 1.080 2.865 0.238  C4 1.087
19 H -0.476 2.948 -0.588  C4 1.089
20 H 0.185 -0.695 -2.965  C5 1.098
21 H -1.112 -1.309 -1.903  C5 1.105
22 H 0.289 -2.347 -2.287  C5 1.098

Here are the natural (NBO) charges for atoms 1 to 6, given in e:
1 C 1.051
2 C -0.646
3 C -0.634
4 C -0.596
5 C -0.231
6 C 0.071

Entry 3:
Formula: C6H12NO3S2
Source: OMol25
Level of theory: wB97M-V/def2-TZVPD

charge = -1
SMILES = CC[C@@H](C(=S)N(C)C)S(=O)(=O)[O-]

Bonds (Å) are listed after each position.
Atoms and positions in Å:
1 C 0.863 0.149 0.551  C6 1.599, N7 1.331, S11 1.656
2 C -1.993 -2.526 0.147  C5 1.525, H13 1.089, H14 1.088, H15 1.091
3 C -0.158 2.364 0.327  N7 1.445, H16 1.091, H17 1.089, H18 1.094
4 C 2.234 2.108 0.773  N7 1.442, H19 1.090, H20 1.091, H21 1.096
5 C -0.548 -2.073 0.329  C2 1.525, C6 1.501, H22 1.092, H23 1.096
6 C -0.434 -0.612 0.004  C1 1.599, C5 1.501, S12 1.873, H24 1.087
7 N 0.953 1.476 0.585  C1 1.331, C3 1.445, C4 1.442
8 O 0.874 -1.322 -2.209  S12 1.449
9 O -1.537 -0.948 -2.358  S12 1.461
10 O -0.030 0.946 -2.121  S12 1.464
11 S 2.102 -0.817 1.073  C1 1.656
12 S -0.249 -0.477 -1.855  C6 1.873, O8 1.449, O9 1.461, O10 1.464
13 H -2.077 -3.608 0.232  C2 1.089
14 H -2.326 -2.218 -0.842  C2 1.088
15 H -2.638 -2.068 0.898  C2 1.091
16 H -1.021 2.071 0.928  C3 1.091
17 H 0.140 3.373 0.610  C3 1.089
18 H -0.418 2.322 -0.735  C3 1.094
19 H 3.007 1.340 0.774  C4 1.090
20 H 2.424 2.813 -0.038  C4 1.091
21 H 2.267 2.637 1.733  C4 1.096
22 H 0.097 -2.605 -0.373  C5 1.092
23 H -0.198 -2.283 1.346  C5 1.096
24 H -1.333 -0.042 0.222  C6 1.087

Here are the natural (NBO) charges for atoms 1 to 6, given in e:
1 C 0.186
2 C -0.618
3 C -0.430
4 C -0.419
5 C -0.432
6 C -0.532

Entry 4:
Formula: C6H12O
Source: OMol25
Level of theory: wB97M-V/def2-TZVPD

charge = 0
SMILES = C=C(C)[C@H]1O[C@H]1C.[H][H]

Bonds (Å) are listed after each position.
Atoms and positions in Å:
1 C 1.818 -0.100 -1.311  C2 1.510, H8 1.096, H9 1.097, H10 1.094
2 C 1.089 0.226 -0.029  C1 1.510, C3 1.332, C4 1.499
3 C 1.545 -0.129 1.171  C2 1.332, H12 1.086, H13 1.088
4 C -0.053 1.188 -0.160  C2 1.499, O5 1.423, C6 1.473, H15 1.091
5 O -1.103 1.011 -1.103  C4 1.423, C6 1.427
6 C -1.457 1.102 0.277  C4 1.473, O5 1.427, C7 1.508, H16 1.094
7 C -2.179 -0.075 0.885  C6 1.508, H17 1.089, H18 1.096, H19 1.095
8 H 2.382 -1.037 -1.239  C1 1.096
9 H 1.155 -0.162 -2.182  C1 1.097
10 H 2.529 0.713 -1.481  C1 1.094
11 H -0.162 -1.592 -0.567  H14 0.750
12 H 1.006 0.131 2.078  C3 1.086
13 H 2.440 -0.739 1.267  C3 1.088
14 H 0.218 -1.488 0.072  H11 0.750
15 H 0.374 2.192 -0.191  C4 1.091
16 H -1.901 2.065 0.549  C6 1.094
17 H -1.799 -1.025 0.511  C7 1.089
18 H -3.243 -0.016 0.629  C7 1.096
19 H -2.098 -0.061 1.977  C7 1.095

Here are the natural (NBO) charges for atoms 1 to 6, given in e:
1 C -0.661
2 C 0.034
3 C -0.434
4 C 0.012
5 O -0.497
6 C 0.079

Listing DFT total energy for the structures above in their given order: -22828.68976 -14047.83912 -35721.53776 -8460.84271 eV.
Listing maximum force for the structures above in their given order: 4.74 1.13 2.87 1.20 eV/A.